No. 1
A molecular structure, C19H22F2N. Source: OMol25; level of theory: ωB97M-V/def2-TZVPD.

ORCA input file:
```
! wB97M-V def2-TZVPD RIJCOSX def2/J DEFGRID3
* xyz 1 1
C 1.91 -0.93 -1.73
N 1.30 -0.41 -0.46
C 1.14 1.09 -0.49
C 2.25 1.98 0.09
C 2.81 1.49 1.41
C 3.22 0.03 1.30
C 2.06 -0.86 0.78
H 2.86 -0.39 -1.99
H 2.15 -2.01 -1.62
H 1.16 -0.79 -2.52
H 0.93 1.31 -1.54
H 0.21 1.21 0.08
H 3.07 2.16 -0.62
H 1.74 2.94 0.21
H 3.68 2.10 1.66
H 2.12 1.66 2.25
H 4.16 -0.05 0.72
H 3.45 -0.39 2.29
H 1.26 -0.88 1.54
H 2.39 -1.88 0.57
F -2.72 1.80 3.29
C -2.38 0.55 2.83
C -2.76 -0.56 3.55
C -2.25 -1.80 3.15
C -1.47 -1.92 1.99
C -1.18 -0.79 1.18
C -0.51 -0.95 -0.16
C -1.28 -0.44 -1.32
C -1.23 -1.16 -2.54
C -1.64 -0.58 -3.74
C -2.18 0.70 -3.78
C -2.39 1.34 -2.57
F -2.90 2.62 -2.58
C -2.03 0.77 -1.34
C -1.59 0.47 1.67
H -3.37 -0.47 4.46
H -2.45 -2.68 3.75
H -1.09 -2.91 1.70
H -0.07 -1.94 -0.31
H -0.83 -2.19 -2.54
H -1.51 -1.13 -4.66
H -2.41 1.19 -4.72
H -2.31 1.29 -0.43
H -1.32 1.39 1.17
*
```

## Properties
- F_max: 1.8 eV/Å
- Orbital gap: 8.5325 eV
- LUMO energy: -4.059 eV
- Molar mass: 302.4 g/mol
- E_tot: -26977.36334 eV


No. 2
A gas-phase ion, C6H14NO (charge -1). Source: OMol25; level of theory: ωB97M-V/def2-TZVPD.

ORCA input file:
```
! wB97M-V def2-TZVPD RIJCOSX def2/J DEFGRID3
* xyz -1 1
C 2.60 -1.31 -1.22
C 1.90 -0.08 -0.62
N 0.48 -0.09 -0.84
C -0.37 0.39 0.26
C -0.17 -0.39 1.58
C -1.85 0.23 -0.16
C -2.61 1.53 0.29
O -2.56 1.73 1.63
H 2.54 -2.17 -0.53
H 3.68 -1.19 -1.28
H 2.21 -1.64 -2.18
H 2.21 -0.02 0.42
H 2.41 0.79 -1.07
H 0.22 -1.02 -1.14
H -0.19 1.45 0.43
H -0.46 -1.42 1.41
H 0.81 -0.21 2.03
H -0.88 0.08 2.25
H -2.32 -0.62 0.34
H -1.89 0.19 -1.24
H -3.67 1.44 -0.08
H -2.10 2.34 -0.29
*
```

## Properties
- F_max: 1.4 eV/Å
- Orbital gap: 5.7553 eV
- LUMO energy: 3.489 eV
- Molar mass: 116.2 g/mol
- E_tot: -9985.80790 eV


No. 3
2 unconnected molecules or ions with the total composition C3H7N5. Source: OMol25; level of theory: ωB97M-V/def2-TZVPD.

ORCA input file:
```
! wB97M-V def2-TZVPD RIJCOSX def2/J DEFGRID3
* xyz 0 1
C -1.63 -0.67 0.33
C -1.47 0.25 -1.86
C 1.52 1.05 1.34
N 2.58 -1.77 -0.53
N 2.35 -0.83 0.04
N -1.95 -1.09 1.41
N -1.03 -0.20 -0.59
N 2.38 0.24 0.51
H -1.68 1.40 -1.97
H -0.50 0.20 -2.47
H -2.20 -0.41 -2.27
H 1.74 2.16 1.14
H 0.51 1.00 1.01
H 1.55 0.69 2.39
H -2.18 -2.02 1.52
*
```

## Properties
- F_max: 4.0 eV/Å
- Orbital gap: 9.8191 eV
- LUMO energy: 0.622 eV
- Molar mass: 113.1 g/mol
- E_tot: -10671.03158 eV


Please write out number 3 again, unchanged.
2 unconnected molecules or ions with the total composition C3H7N5. Source: OMol25; level of theory: ωB97M-V/def2-TZVPD.

ORCA input file:
```
! wB97M-V def2-TZVPD RIJCOSX def2/J DEFGRID3
* xyz 0 1
C -1.63 -0.67 0.33
C -1.47 0.25 -1.86
C 1.52 1.05 1.34
N 2.58 -1.77 -0.53
N 2.35 -0.83 0.04
N -1.95 -1.09 1.41
N -1.03 -0.20 -0.59
N 2.38 0.24 0.51
H -1.68 1.40 -1.97
H -0.50 0.20 -2.47
H -2.20 -0.41 -2.27
H 1.74 2.16 1.14
H 0.51 1.00 1.01
H 1.55 0.69 2.39
H -2.18 -2.02 1.52
*
```

## Properties
- F_max: 4.0 eV/Å
- Orbital gap: 9.8191 eV
- LUMO energy: 0.622 eV
- Molar mass: 113.1 g/mol
- E_tot: -10671.03158 eV